Entry 1
The following is a quantum chemistry calculation of a 2-piece molecular cluster, CHN3O2 overall, from the OMol25 dataset.

Element x y z (Å)
1 N 1.8599 -1.7278 -1.7692
2 N 1.9878 -1.3643 -0.7186
3 O 2.1187 -1.0141 0.3844
4 N -2.0639 1.2531 0.8916
5 C -1.2382 0.7339 0.1790
6 O -0.6086 0.3568 -0.7390
7 H -2.0557 1.7625 1.7717

Computed properties:
spin multiplicity = 1
HOMO = -0.4128 Ha
SMILES = N#[N+][O-].N=C=O
LUMO = 0.6 eV
HOMO-LUMO gap = 11.875 eV


Entry 2
The following is a quantum chemistry calculation of a 2-piece molecular cluster, CHN3O2 overall, from the OMol25 dataset.

Element x y z (Å)
1 C 0.4066 1.2321 1.8728
2 N 0.2929 2.3516 1.7495
3 N 0.0391 -0.2678 -0.5392
4 N 0.0971 -1.2358 0.1362
5 O 0.0917 -2.2864 0.6429
6 O -0.3043 -0.3220 -1.9112
7 H -0.6231 0.5282 -1.9510

Computed properties:
spin multiplicity = 1
HOMO (alpha / beta) = -0.4139 / -0.3396 Ha
LUMO (alpha / beta) = -1.2 / -4.2 eV
HOMO-LUMO gap (alpha / beta) = 10.048 / 5.052 eV


Most stable structure - entry 1; separation to the second - 753.3 kJ/mol.